{
  "formula": "C33H62O34S4",
  "method": "ωB97M-V/def2-TZVPD",
  "species": ["O", "S", "O", "O", "C", "C", "C", "H", "H", "H", "H", "H", "H", "H", "H", "O", "S", "O", "O", "C", "C", "C", "H", "H", "H", "H", "H", "H", "H", "H", "O", "S", "O", "O", "C", "C", "C", "H", "H", "H", "H", "H", "H", "H", "H", "O", "S", "O", "O", "C", "C", "C", "H", "H", "H", "H", "H", "H", "H", "H", "O", "H", "H", "C", "C", "O", "C", "O", "O", "H", "H", "H", "H", "C", "C", "O", "C", "O", "O", "H", "H", "H", "H", "C", "C", "O", "C", "O", "O", "H", "H", "H", "H", "C", "C", "O", "C", "O", "O", "H", "H", "H", "H", "C", "C", "O", "C", "O", "O", "H", "H", "H", "H", "C", "C", "O", "C", "O", "O", "H", "H", "H", "H", "C", "C", "O", "C", "O", "O", "H", "H", "H", "H"],
  "coordinates": [[-2.6431, -0.7139, -5.6110], [-3.2900, 0.3784, -4.9590], [-3.2379, 1.6872, -5.5152], [-4.8416, 0.0016, -4.8686], [-5.2023, -1.1844, -4.1872], [-6.6476, -1.5009, -4.4913], [-2.8432, 0.4847, -3.2484], [-5.1088, -1.0827, -3.0997], [-4.5775, -2.0392, -4.4584], [-7.3142, -0.6811, -4.2165], [-7.0050, -2.4252, -4.0395], [-6.8114, -1.6279, -5.5676], [-1.8106, 0.7791, -3.1186], [-3.0570, -0.4582, -2.7620], [-3.5427, 1.2631, -2.9418], [5.2910, -1.1412, 2.5611], [4.1830, -0.5316, 1.8971], [3.7400, -0.9928, 0.6229], [2.8923, -0.5848, 2.8151], [3.0043, -0.1542, 4.2008], [1.8002, 0.7132, 4.4291], [4.5182, 1.2195, 1.7987], [3.9173, 0.4223, 4.3334], [3.0492, -1.0263, 4.8516], [1.8140, 1.5743, 3.7626], [1.7418, 1.1098, 5.4455], [0.8347, 0.2214, 4.2829], [5.4065, 1.3031, 1.1799], [4.7093, 1.5623, 2.8081], [3.6651, 1.6585, 1.2867], [6.0153, 0.2540, -5.1043], [5.4375, -0.3007, -3.9269], [5.2632, -1.7148, -3.7925], [6.3305, 0.2327, -2.7237], [6.3522, -0.5558, -1.5179], [7.2957, 0.0982, -0.5511], [3.9108, 0.5404, -3.6343], [6.7158, -1.5574, -1.7564], [5.3452, -0.6993, -1.1157], [8.2433, 0.2758, -1.0629], [7.4667, -0.4924, 0.3460], [6.9390, 1.0792, -0.2262], [3.5588, 0.2895, -2.6357], [3.1779, 0.1153, -4.3201], [4.0885, 1.5890, -3.8327], [2.3391, 4.8405, 1.1691], [1.8112, 4.5194, 2.4447], [2.6171, 3.9460, 3.4701], [1.1330, 5.8255, 3.0379], [0.5329, 6.7593, 2.1094], [1.0915, 8.1578, 2.2993], [0.3691, 3.5084, 2.2356], [-0.5181, 6.8150, 2.4051], [0.5778, 6.3939, 1.0887], [2.1379, 8.2577, 2.5757], [0.4619, 8.7479, 2.9639], [1.0186, 8.6928, 1.3432], [0.6745, 2.6269, 1.6798], [-0.3766, 4.0783, 1.6852], [-0.0389, 3.2981, 3.2215], [2.9299, 4.8362, -2.2926], [3.1262, 4.5372, -3.1847], [2.4195, 4.1164, -1.9031], [0.6497, 0.0642, 0.8872], [-0.6135, -0.0700, 0.0427], [-0.1536, 0.3208, -1.2515], [0.9606, 1.0617, -1.1245], [1.4120, 1.7325, -1.9926], [1.4788, 0.9531, 0.1142], [1.1354, -0.9089, 0.9322], [0.4867, 0.4935, 1.8696], [-1.3733, 0.6201, 0.4125], [-0.9585, -1.0967, 0.0596], [-1.6675, 3.9998, -3.7361], [-0.7472, 5.0263, -3.1021], [-0.5658, 4.4740, -1.7909], [-1.5504, 3.5972, -1.5186], [-1.6220, 2.9763, -0.5037], [-2.3244, 3.4101, -2.6130], [-1.1069, 3.2192, -4.2619], [-2.3624, 4.3531, -4.4939], [-1.2158, 5.9986, -2.9415], [0.2094, 5.1164, -3.6046], [0.5297, -2.8154, 3.2127], [0.0009, -4.0540, 3.8805], [-1.2796, -4.1951, 3.2733], [-1.1922, -3.6470, 2.0284], [-2.0291, -3.8068, 1.1951], [-0.0946, -2.8919, 1.9262], [1.6156, -2.7761, 3.1795], [0.1867, -1.8604, 3.6224], [-0.0460, -3.9762, 4.9666], [0.5966, -4.9446, 3.6707], [-2.2060, -5.4420, -1.7773], [-3.4660, -4.5577, -1.7057], [-3.0036, -3.2510, -2.0287], [-1.6527, -3.2755, -2.1888], [-1.0086, -2.3132, -2.4534], [-1.1577, -4.5145, -2.0827], [-2.2378, -6.1744, -2.5816], [-1.9909, -5.9343, -0.8326], [-3.8681, -4.5940, -0.6957], [-4.2323, -4.9075, -2.3956], [3.3878, -3.2805, -1.5446], [2.0605, -2.5305, -1.5824], [1.4113, -3.0788, -0.4260], [1.9028, -4.3242, -0.2096], [1.3898, -5.1161, 0.5193], [3.0194, -4.5294, -0.9337], [4.0055, -2.7817, -0.7960], [3.9204, -3.3001, -2.4898], [1.4465, -2.7462, -2.4555], [2.2258, -1.4693, -1.4173], [-3.3962, -1.9438, 5.8974], [-3.8748, -2.6254, 4.6142], [-3.2159, -1.8815, 3.5894], [-2.6617, -0.7613, 4.0949], [-2.0254, 0.0100, 3.4501], [-2.7860, -0.7304, 5.4369], [-2.6233, -2.5051, 6.4249], [-4.1969, -1.7256, 6.5981], [-4.9587, -2.5749, 4.5072], [-3.5644, -3.6587, 4.4769], [-4.7983, -2.0761, 0.5568], [-3.6148, -1.1461, 0.3778], [-4.2345, 0.1374, 0.6299], [-5.5779, 0.0386, 0.5176], [-6.3248, 0.9572, 0.5791], [-5.9409, -1.2588, 0.3510], [-4.7899, -2.5204, 1.5571], [-4.8139, -2.9211, -0.1215], [-3.1583, -1.2241, -0.6076], [-2.8305, -1.1882, 1.1241]],
  "atomic_forces_ev_per_a": [[0.321, -0.110, -0.042], [0.189, -0.777, 0.229], [-0.097, 0.340, -0.191], [0.169, 0.726, 0.052], [-0.613, -1.295, 0.731], [-0.592, 0.298, -0.975], [-0.926, 0.211, -0.501], [0.149, 0.367, -0.077], [0.217, 0.253, -0.300], [0.122, -0.052, 0.292], [0.244, 0.060, 0.327], [0.274, -0.005, 0.051], [0.109, -0.014, -0.108], [0.182, -0.146, 0.035], [0.307, 0.000, 0.560], [-0.053, -0.335, 0.102], [0.435, 1.136, 0.222], [-0.129, -0.336, -0.161], [0.280, -0.326, 0.007], [-0.297, 0.259, -0.115], [-0.730, 0.516, 0.469], [-0.308, -0.955, -0.320], [0.069, -0.097, 0.073], [0.001, -0.103, -0.149], [0.173, 0.019, 0.003], [0.342, -0.046, 0.019], [0.219, -0.320, -0.164], [0.070, 0.068, 0.068], [-0.080, 0.390, -0.059], [-0.001, 0.293, 0.230], [0.091, -0.079, -0.101], [0.015, 0.604, -0.116], [-0.121, -0.165, 0.123], [-0.092, -0.090, -0.084], [-0.039, -0.890, 0.328], [0.186, 0.771, -0.052], [-0.073, -0.882, -0.062], [0.020, 0.079, -0.147], [0.013, 0.333, -0.060], [0.066, -0.110, 0.154], [-0.068, -0.247, -0.086], [-0.043, -0.026, -0.130], [0.138, 0.419, 0.144], [0.105, 0.151, -0.195], [-0.158, 0.136, 0.259], [0.671, -0.052, -0.738], [-1.532, -0.052, 0.180], [0.323, 0.081, 0.251], [0.499, -0.128, 0.231], [-0.564, 0.467, 0.603], [-0.161, 0.784, -0.922], [0.106, 0.367, 0.107], [-0.006, -0.278, -0.160], [0.356, -0.052, -0.019], [-0.003, -0.469, 0.216], [0.229, -0.168, 0.357], [-0.030, -0.174, 0.013], [-0.143, -0.034, 0.023], [0.102, -0.105, -0.274], [0.133, -0.243, 0.020], [-0.105, 0.027, -0.091], [0.045, -0.039, -0.013], [-0.019, -0.069, 0.093], [-0.002, -0.641, -0.419], [0.375, 0.366, 0.885], [-0.087, 0.091, -0.087], [-0.709, -0.306, 0.610], [0.558, 0.436, -0.636], [-0.146, 0.184, 0.005], [0.234, 0.161, 0.254], [-0.014, -0.078, 0.049], [-0.197, 0.003, -0.413], [0.001, -0.033, -0.401], [0.413, -0.326, -0.835], [-0.521, 0.053, 0.290], [0.185, 0.034, 0.343], [0.835, -0.545, -0.865], [-0.407, 0.216, 0.261], [-0.259, 0.254, 0.380], [0.129, -0.040, 0.307], [-0.338, 0.283, 0.461], [0.045, 0.062, -0.373], [0.086, 0.056, 0.131], [0.096, 0.496, 0.108], [0.400, -0.159, 0.585], [-0.056, -0.173, -0.130], [-0.159, -0.077, 0.539], [-0.006, 0.127, -0.384], [-0.012, -0.087, -0.354], [-0.020, -0.145, -0.566], [-0.066, -0.229, 0.443], [-0.463, 0.147, -0.058], [0.056, 0.101, -0.291], [0.017, 0.111, -0.177], [0.184, -0.892, 0.282], [0.070, -0.278, 0.065], [-0.007, -0.077, -0.361], [0.016, 0.294, 0.155], [-0.226, 0.045, 0.226], [-0.054, -0.018, 0.022], [0.099, 0.068, 0.020], [0.007, 0.267, 0.016], [0.005, 0.361, -0.184], [-0.137, 1.124, 0.822], [0.561, -0.362, 0.090], [-0.074, -0.240, -0.065], [-0.156, 0.474, -0.367], [0.116, -0.206, 0.245], [-0.177, -0.376, -0.386], [0.240, 0.033, -0.253], [-0.154, -0.768, -0.045], [0.014, 0.193, -0.017], [-0.221, 0.060, -0.130], [0.356, -0.265, 0.165], [-0.032, -0.203, 0.000], [-0.355, 0.349, -0.188], [0.666, -0.627, 0.250], [-0.093, 0.288, -0.129], [-0.385, 0.156, -0.136], [-0.059, -0.091, -0.064], [-0.042, 0.180, -0.086], [0.038, 0.213, -0.200], [0.058, -0.014, 0.299], [0.546, -0.979, 0.495], [-0.229, 0.610, 0.431], [-0.051, -0.032, -0.587], [0.448, -0.004, 0.091], [-0.234, 0.015, -0.064], [-0.021, 0.146, 0.040], [-0.260, 0.302, 0.087], [-0.084, 0.252, -0.326], [-0.226, 0.371, -0.140], [-0.107, -0.599, 0.101]],
  "lowdin_charge": [-0.2682, 0.5824, -0.2679, -0.2336, -0.2998, -0.0657, -0.1017, 0.1092, 0.1199, 0.0833, 0.0780, 0.0837, 0.0709, 0.0389, 0.0803, -0.2581, 0.5736, -0.2708, -0.2865, -0.2214, -0.0538, -0.0681, 0.1096, 0.1257, 0.0513, 0.0970, 0.0631, 0.0521, 0.0702, 0.0699, -0.2626, 0.5724, -0.2810, -0.2405, -0.2659, -0.0605, -0.1114, 0.1227, 0.0895, 0.0888, 0.0861, 0.0674, 0.0498, 0.0855, 0.0736, -0.2601, 0.5514, -0.2760, -0.2528, -0.2510, -0.0619, -0.0980, 0.1222, 0.1090, 0.0835, 0.0733, 0.0813, 0.0457, 0.0671, 0.0829, -0.0549, 0.0275, 0.0077, -0.1023, -0.0959, 0.0581, -0.5817, 0.1538, 0.0384, 0.0976, 0.1069, 0.1237, 0.1056, -0.1138, -0.0899, 0.0503, -0.5544, 0.1584, 0.0448, 0.1311, 0.1350, 0.1341, 0.1267, -0.0913, -0.1034, 0.0507, -0.5538, 0.1690, 0.0529, 0.1334, 0.1198, 0.1343, 0.1396, -0.0833, -0.1170, 0.0334, -0.5555, 0.1656, 0.0765, 0.1295, 0.1281, 0.1042, 0.1311, -0.0939, -0.0963, 0.0279, -0.5611, 0.1500, 0.0814, 0.1034, 0.1180, 0.1287, 0.1091, -0.0904, -0.0947, 0.0324, -0.5631, 0.1609, 0.0720, 0.1289, 0.1306, 0.1326, 0.1271, -0.1126, -0.1090, 0.0655, -0.5680, 0.1672, 0.0711, 0.1224, 0.1010, 0.1027, 0.0913],
  "total_energy_ev": -148182.538,
  "total_charge": 0,
  "smiles": "CCOS(C)(=O)=O.CCOS(C)(=O)=O.CCOS(C)(=O)=O.CCOS(C)(=O)=O.O=C1OCCO1.O=C1OCCO1.O=C1OCCO1.O=C1OCCO1.O=C1OCCO1.O=C1OCCO1.O=C1OCCO1.O"
}

***

{
  "formula": "C7H26OP2Ti",
  "method": "ωB97M-V/def2-TZVPD",
  "species": ["Ti", "H", "H", "P", "P", "C", "H", "H", "H", "C", "H", "H", "H", "C", "H", "H", "H", "C", "H", "H", "H", "C", "H", "H", "H", "C", "H", "H", "H", "H", "H", "C", "O", "H", "H", "H", "H"],
  "coordinates": [[-0.6508, -0.0155, -0.0547], [-2.8116, -0.4141, -0.6567], [-2.7306, 0.3552, -0.6943], [0.4083, -2.3414, -0.5301], [0.3235, 2.2713, -0.3820], [0.5311, 3.2949, 1.1315], [0.6577, 4.3501, 0.8413], [-0.3530, 3.1958, 1.7729], [1.4143, 2.9655, 1.6949], [1.6931, 3.0207, -1.3419], [1.6610, 2.7111, -2.3919], [1.6046, 4.1191, -1.2998], [2.6686, 2.7437, -0.9260], [-1.0443, 3.2646, -1.1196], [-1.9465, 3.1863, -0.4982], [-0.7332, 4.3206, -1.1661], [-1.2773, 2.9132, -2.1345], [1.9005, -3.0443, -1.3486], [1.8590, -4.1442, -1.3923], [1.9989, -2.6791, -2.3776], [2.8138, -2.7833, -0.7996], [0.4132, -3.3455, 1.0154], [-0.5631, -3.2377, 1.5052], [0.5929, -4.4082, 0.8013], [1.1948, -2.9765, 1.6901], [-0.9374, -3.2387, -1.4167], [-1.0753, -2.8215, -2.4227], [-0.7021, -4.3090, -1.5042], [-1.8708, -3.1373, -0.8483], [-0.2231, 0.0102, -1.6270], [0.9333, 0.0443, 0.3309], [-0.6220, 0.0917, 2.8991], [-1.5424, -0.0631, 1.7909], [-0.9342, 0.9569, 3.4956], [0.3799, 0.2667, 2.4639], [-0.5695, -0.8603, 3.4487], [-2.4613, -0.2621, 2.0510]],
  "atomic_forces_ev_per_a": [[1.286, -0.324, 0.291], [0.158, 0.454, -0.100], [-0.086, -0.427, -0.060], [-1.065, -1.090, 0.110], [-1.130, 1.624, -0.228], [0.129, -0.270, 0.295], [-0.067, -0.390, 0.166], [0.172, 0.097, -0.060], [-0.202, 0.132, -0.075], [0.470, -0.476, -0.272], [0.003, -0.023, 0.211], [-0.132, -0.466, 0.083], [-0.189, -0.035, -0.103], [-0.007, 0.197, -0.184], [0.154, 0.035, -0.154], [-0.260, -0.288, -0.034], [0.053, 0.081, 0.292], [0.331, 0.372, -0.207], [-0.321, 0.374, 0.159], [-0.036, 0.050, 0.246], [-0.246, 0.115, -0.107], [0.106, 0.186, 0.070], [0.208, -0.077, -0.010], [-0.064, 0.290, 0.058], [-0.161, -0.128, -0.057], [0.213, -0.195, -0.203], [-0.022, -0.078, 0.274], [-0.100, 0.236, -0.004], [0.139, 0.012, -0.158], [0.160, 0.140, -1.514], [1.167, -0.076, 0.340], [0.468, -0.196, 0.355], [-1.172, -0.180, 0.207], [0.145, -0.426, 0.021], [-0.574, 0.037, 0.075], [-0.172, 0.538, 0.055], [0.644, 0.173, 0.223]],
  "lowdin_charge": [0.2165, 0.0897, 0.0781, 0.7441, 0.7214, -0.2696, 0.0545, 0.0397, 0.0510, -0.2480, 0.0539, 0.0565, 0.0530, -0.2870, 0.0395, 0.0486, 0.0490, -0.2473, 0.0576, 0.0507, 0.0507, -0.2756, 0.0369, 0.0536, 0.0456, -0.2863, 0.0468, 0.0502, 0.0342, -0.0951, -0.0956, -0.0685, -0.2654, 0.1050, 0.0696, 0.1055, 0.1367],
  "multiplicity": 2,
  "s2": 0.76,
  "total_energy_ev": -51412.050,
  "total_charge": 1
}